No. 1
# BrH14O7

8 unconnected molecules or ions with the total composition BrH14O7 at a distorted geometry (ωB97M-V with the def2-TZVPD basis set, OMol25).

Calculated values
Kohn-Sham gap = 0.3435 Ha
Maximum force = 2.6 eV Å⁻¹
E = -84606.017 eV
ΔE to the lowest compared entry with this formula, charge and spin = 78.2 kJ/mol

Structure (ORCA input):
```
! RIJCOSX wB97M-V def2-TZVPD def2/J DEFGRID3
* xyz -1 1
H -0.4037 -0.8514 -2.3846
H -0.1227 2.1577 1.3728
H 0.9711 1.7141 -1.1114
H 0.6781 -2.5248 -1.5043
Br -0.5868 0.0604 -0.0575
H 2.1071 -0.1185 0.0892
O -1.3810 0.0992 3.2126
H 2.7532 0.7557 -1.0065
O -3.4572 -1.6859 0.8190
H -0.6197 -0.2434 3.7332
O -0.1847 -1.4562 -3.0695
O 0.4173 2.8554 1.7518
H 0.3481 -0.8322 -3.5230
O 1.6794 2.2432 -1.5267
H 0.0462 3.1978 2.6126
H -1.0753 0.2334 2.3273
H -3.3392 -1.3852 1.7640
O 2.8554 -0.0344 -0.4611
H 0.1277 -2.0591 -0.2045
H 1.6468 1.9293 -2.4603
O 0.4060 -2.8655 -0.6515
H -2.8663 -1.1897 0.2784
*
```

***

No. 2
# BrH16O8

9 unconnected molecules or ions with the total composition BrH16O8 at a distorted geometry (ωB97M-V with the def2-TZVPD basis set, OMol25).

Calculated values
Kohn-Sham gap = 0.3370 Ha
Maximum force = 14.6 eV Å⁻¹
E = -86682.374 eV
ΔE to the lowest compared entry with this formula, charge and spin = 411.8 kJ/mol

Structure (ORCA input):
```
! RIJCOSX wB97M-V def2-TZVPD def2/J DEFGRID3
* xyz -1 1
O 19.4020 52.3310 25.4400
H 18.1370 49.0230 26.3850
O 15.8020 51.8500 25.9330
H 21.4440 49.1480 28.5000
Br 18.3450 51.0860 28.3600
H 15.8830 49.8080 28.5990
H 16.6290 51.9030 26.2470
H 19.0410 52.1590 26.3490
H 17.6350 47.8290 25.7840
H 16.4200 47.3890 30.0520
H 18.5100 50.4970 31.8150
O 17.7500 50.1960 31.4890
H 14.5730 50.3090 28.8310
O 15.0740 49.8970 28.1130
H 18.7890 53.2040 28.4160
H 18.0980 54.3510 29.2490
O 21.7340 50.1130 28.5530
O 16.8630 47.8930 29.4810
H 15.3940 50.9860 25.5320
H 17.2420 48.7700 29.8820
H 17.8740 50.4320 30.6500
H 20.9570 50.2600 28.7330
H 19.8060 53.3190 25.5100
O 18.9330 54.1360 28.7620
O 18.4280 48.4500 25.8380
*
```

***

No. 3
# BrH2NO2P

2 unconnected molecules or ions with the total composition BrH2NO2P at a distorted geometry (ωB97M-V with the def2-TZVPD basis set, OMol25).

Calculated values
Kohn-Sham gap (spin up / spin down) = 0.2778 / 0.2729 Ha
Maximum force = 3.8 eV Å⁻¹
E = -84950.868 eV
ΔE to the lowest compared entry with this formula, charge and spin = 293.9 kJ/mol

Structure (ORCA input):
```
! RIJCOSX wB97M-V def2-TZVPD def2/J DEFGRID3
* xyz -1 1
H -1.4878 0.0536 -0.8311
O 1.4677 1.0310 1.4030
P 0.9094 0.4596 0.1482
N -1.7844 -0.0177 0.1844
H -1.8497 -1.0128 0.1933
O 1.1209 1.1534 -1.1424
Br 1.6238 -1.6671 0.0447
*
```

***

No. 4
# BrH2NO2S

2 unconnected molecules or ions with the total composition BrH2NO2S at a distorted geometry (ωB97M-V with the def2-TZVPD basis set, OMol25).

Calculated values
Kohn-Sham gap = 0.3217 Ha
Maximum force = 2.8 eV Å⁻¹
E = -86493.581 eV
ΔE to the lowest compared entry with this formula, charge and spin = 85.2 kJ/mol

Structure (ORCA input):
```
! RIJCOSX wB97M-V def2-TZVPD def2/J DEFGRID3
* xyz 0 1
Br -0.4718 1.4065 0.1772
O 1.5139 -1.3639 -0.0525
H -2.2569 0.7789 -1.3479
O 2.6372 -0.2914 1.8181
S 2.4403 -0.4219 0.4179
N -1.6885 0.3010 -0.7398
H -2.1741 -0.4093 -0.2730
*
```

***

No. 5
# BrH2NOS

2 unconnected molecules or ions with the total composition BrH2NOS at a distorted geometry (ωB97M-V with the def2-TZVPD basis set, OMol25).

Calculated values
Kohn-Sham gap = 0.3175 Ha
Maximum force = 2.3 eV Å⁻¹
E = -84445.974 eV
ΔE to the lowest compared entry with this formula, charge and spin = 103.3 kJ/mol

Structure (ORCA input):
```
! RIJCOSX wB97M-V def2-TZVPD def2/J DEFGRID3
* xyz 0 1
N -2.4016 -0.4023 -1.3260
H 0.7519 1.1538 2.3591
H 1.2257 0.3745 0.9429
S -1.1609 -1.0157 -0.8943
Br 0.4171 -1.3303 -2.5287
O 1.1680 1.2201 1.4470
*
```

***

No. 6
# BrH2NOS

2 unconnected molecules or ions with the total composition BrH2NOS at a distorted geometry (ωB97M-V with the def2-TZVPD basis set, OMol25).

Calculated values
Kohn-Sham gap = 0.3282 Ha
Maximum force = 3.7 eV Å⁻¹
E = -84446.107 eV
ΔE to the lowest compared entry with this formula, charge and spin = 90.4 kJ/mol

Structure (ORCA input):
```
! RIJCOSX wB97M-V def2-TZVPD def2/J DEFGRID3
* xyz 0 1
H 0.0825 2.0893 0.2687
Br 0.8593 -2.0232 0.5692
N -0.7274 -0.9341 -1.8939
H 0.7924 0.8687 0.8633
O -0.0111 1.3418 0.7737
S -0.9956 -1.3424 -0.5811
*
```

***

No. 7
# BrH2O2PS

2 unconnected molecules or ions with the total composition BrH2O2PS at a distorted geometry (ωB97M-V with the def2-TZVPD basis set, OMol25).

Calculated values
Kohn-Sham gap (spin up / spin down) = 0.2705 / 0.2261 Ha
Maximum force = 2.3 eV Å⁻¹
E = -94293.821 eV
ΔE to the lowest compared entry with this formula, charge and spin = 242.3 kJ/mol

Structure (ORCA input):
```
! RIJCOSX wB97M-V def2-TZVPD def2/J DEFGRID3
* xyz 0 1
O -0.9031 0.6833 -0.8730
Br 2.8529 0.7700 -0.4657
P -0.1662 -0.4851 -0.1080
S -0.8527 -2.3159 -0.1394
H -0.9820 0.7257 -1.8130
H 0.3750 0.5243 1.9971
O -0.3240 0.0977 1.4020
*
```

***

No. 8
# BrH3N2

A molecular structure, BrH3N2 at a distorted geometry (ωB97M-V with the def2-TZVPD basis set, OMol25).

Calculated values
Kohn-Sham gap = 0.3382 Ha
Maximum force = 5.3 eV Å⁻¹
E = -73068.313 eV
ΔE to the lowest compared entry with this formula, charge and spin = 114.6 kJ/mol

Structure (ORCA input):
```
! RIJCOSX wB97M-V def2-TZVPD def2/J DEFGRID3
* xyz 0 1
N 0.0928 0.0611 0.5250
H -0.1289 0.5327 1.4261
H -0.2252 -0.9373 0.4835
Br -2.1808 0.5198 -1.3394
H 0.5019 0.5741 -1.5619
N -0.2908 0.8400 -0.5300
*
```

***

No. 9
# BrH3P2

2 unconnected molecules or ions with the total composition BrH3P2 at a distorted geometry (ωB97M-V with the def2-TZVPD basis set, OMol25).

Calculated values
Kohn-Sham gap (spin up / spin down) = 0.2769 / 0.2740 Ha
Maximum force = 1.4 eV Å⁻¹
E = -88665.050 eV
ΔE to the lowest compared entry with this formula, charge and spin = 318.7 kJ/mol

Structure (ORCA input):
```
! RIJCOSX wB97M-V def2-TZVPD def2/J DEFGRID3
* xyz 0 1
H 0.1166 -2.0020 -0.5515
P 0.7296 0.9914 -0.3198
Br -0.1407 1.5038 -2.2917
H -1.0807 1.5826 1.5293
P -0.2641 -0.8672 0.2535
H 0.6394 -1.2085 1.3802
*
```

***

No. 10
# BrH4N2OP

A single BrH4N2OP molecule at a distorted geometry (ωB97M-V with the def2-TZVPD basis set, OMol25).

Calculated values
Kohn-Sham gap = 0.3764 Ha
SMILES = N=[P@](N)(O)Br
Maximum force = 5.0 eV Å⁻¹
E = -84424.492 eV
ΔE to the lowest compared entry with this formula, charge and spin = 90.9 kJ/mol

Structure (ORCA input):
```
! RIJCOSX wB97M-V def2-TZVPD def2/J DEFGRID3
* xyz 0 1
N 0.9170 -0.5286 -0.6205
P -0.4508 -0.0966 0.8149
O -1.3618 -1.3540 0.6214
N -1.2852 1.1858 0.8580
H 1.6413 -1.0642 -0.1767
Br 0.6722 -0.6461 2.6771
H -0.8678 2.0641 0.8011
H -0.9497 -1.8849 0.0117
H 1.1585 0.3780 -0.9475
*
```

***

No. 11
# BrH4NSi

2 unconnected molecules or ions with the total composition BrH4NSi at a distorted geometry (ωB97M-V with the def2-TZVPD basis set, OMol25).

Calculated values
Kohn-Sham gap = 0.3543 Ha
SMILES = N=[SiH2].Br
Maximum force = 1.4 eV Å⁻¹
E = -79473.790 eV
ΔE to the lowest compared entry with this formula, charge and spin = 258.3 kJ/mol

Structure (ORCA input):
```
! RIJCOSX wB97M-V def2-TZVPD def2/J DEFGRID3
* xyz 0 1
N 0.0325 -0.5758 0.7448
H -0.1019 1.3128 1.0588
H 0.5509 0.4454 -1.5146
Si 0.1352 -0.7817 -0.8548
Br -0.2843 2.7286 0.9940
H -0.1844 -1.3056 1.4085
H -0.1481 -1.8236 -1.8366
*
```

***

No. 12
# BrH6O3

4 unconnected molecules or ions with the total composition BrH6O3 at a distorted geometry (ωB97M-V with the def2-TZVPD basis set, OMol25).

Calculated values
Kohn-Sham gap = 0.3228 Ha
Maximum force = 1.1 eV Å⁻¹
E = -76285.624 eV
ΔE to the lowest compared entry with this formula, charge and spin = 10.5 kJ/mol

Structure (ORCA input):
```
! RIJCOSX wB97M-V def2-TZVPD def2/J DEFGRID3
* xyz -1 1
H 1.5350 0.2097 0.9604
O -0.0290 -2.6537 -1.4871
H 0.7837 -3.1403 -1.6249
H -3.0241 1.6800 0.1406
H 2.0871 0.8658 2.2080
O 2.0732 0.0352 1.7325
O -2.3442 2.3317 0.3116
Br 0.1847 0.5614 -1.0963
H 0.2566 -1.7666 -1.2686
H -1.5231 1.8768 0.1238
*
```